Entry 1:
C28H63F3MnN8O12S | ωB97M-V/def2-TZVPD

Atoms and positions in Å:
Mn  -0.384  -21.662  -21.645
C  2.028  -21.847  -25.513
F  2.144  -23.090  -24.981
F  3.084  -21.162  -25.110
F  1.994  -21.981  -26.819
S  0.459  -21.073  -24.922
O  0.380  -21.544  -23.538
O  0.757  -19.665  -24.949
O  -0.569  -21.493  -25.819
C  2.852  -23.705  -19.803
C  2.062  -23.076  -20.927
C  1.609  -24.141  -21.907
O  1.014  -22.294  -20.462
H  3.211  -22.942  -19.102
H  3.756  -24.231  -20.120
H  2.245  -24.377  -19.186
H  2.810  -22.427  -21.433
H  0.819  -23.816  -22.585
H  1.318  -25.070  -21.403
H  2.424  -24.468  -22.563
C  6.847  -22.076  -28.712
O  6.004  -22.486  -29.490
N  6.596  -21.554  -27.491
C  5.250  -21.368  -27.050
C  7.639  -21.130  -26.575
H  7.932  -22.150  -28.914
H  5.138  -20.462  -26.446
H  4.946  -22.188  -26.388
H  4.562  -21.249  -27.881
H  7.522  -21.690  -25.649
H  8.633  -21.248  -27.001
H  7.518  -20.061  -26.385
C  3.980  -17.633  -25.570
O  4.526  -17.297  -26.619
N  4.554  -17.556  -24.339
C  3.873  -18.032  -23.170
C  5.886  -17.000  -24.162
H  2.966  -18.044  -25.555
H  4.393  -18.847  -22.656
H  2.901  -18.439  -23.438
H  3.723  -17.267  -22.395
H  6.541  -17.778  -23.757
H  6.257  -16.667  -25.125
H  5.883  -16.194  -23.424
C  0.817  -18.451  -21.314
O  0.178  -19.497  -21.512
N  1.025  -17.945  -20.086
C  1.796  -16.722  -19.884
C  0.492  -18.565  -18.919
H  1.195  -17.797  -22.105
H  2.222  -16.391  -20.830
H  2.655  -17.002  -19.268
H  1.206  -15.920  -19.448
H  1.281  -18.828  -18.205
H  -0.114  -17.831  -18.381
H  -0.024  -19.481  -19.166
C  2.880  -27.361  -26.713
O  2.938  -27.613  -27.895
N  3.513  -26.346  -26.089
C  4.341  -25.432  -26.857
C  3.287  -26.074  -24.683
H  2.279  -27.966  -26.008
H  3.784  -24.513  -27.064
H  4.609  -25.890  -27.808
H  5.308  -25.182  -26.412
H  2.264  -26.361  -24.425
H  3.896  -26.759  -24.077
H  3.459  -25.044  -24.410
C  -3.238  -20.195  -22.792
O  -2.179  -20.740  -22.483
N  -3.370  -19.189  -23.637
C  -4.689  -18.674  -23.958
C  -2.264  -18.670  -24.437
H  -4.190  -20.578  -22.405
H  -5.463  -19.074  -23.303
H  -4.969  -18.920  -24.983
H  -4.697  -17.592  -23.831
H  -1.353  -19.010  -23.952
H  -2.335  -19.033  -25.462
H  -2.262  -17.583  -24.481
C  -1.199  -16.692  -28.263
O  -2.037  -16.844  -27.383
N  -0.250  -17.584  -28.565
C  0.709  -17.411  -29.639
C  -0.208  -18.801  -27.813
H  -1.175  -15.789  -28.893
H  1.711  -17.584  -29.254
H  0.636  -16.385  -30.007
H  0.471  -18.059  -30.485
H  -1.079  -19.438  -28.021
H  0.744  -19.300  -27.925
H  -0.476  -18.565  -26.782
C  -1.446  -21.677  -30.016
O  -1.838  -20.933  -30.872
N  -2.161  -22.697  -29.495
C  -1.543  -23.584  -28.525
C  -3.585  -22.788  -29.697
H  -0.430  -21.578  -29.607
H  -1.738  -24.639  -28.718
H  -1.845  -23.331  -27.504
H  -0.464  -23.438  -28.576
H  -3.898  -21.973  -30.347
H  -3.851  -23.719  -30.202
H  -4.125  -22.671  -28.754
C  6.108  -21.247  -23.301
O  6.670  -20.223  -23.614
N  6.724  -22.300  -22.725
C  6.116  -23.617  -22.796
C  8.141  -22.239  -22.476
H  5.034  -21.423  -23.457
H  6.846  -24.374  -23.081
H  5.239  -23.652  -23.437
H  5.781  -23.921  -21.794
H  8.374  -21.257  -22.071
H  8.409  -23.041  -21.798
H  8.706  -22.323  -23.410

Computed properties:
multiplicity = 6
net charge = 0
energy above the lowest of the compared OMol25 structures with the same formula, charge and spin = 0.00 kcal/mol
E = -4294.465096 Eh

---

Entry 2:
C28H65BN7O8 | ωB97M-V/def2-TZVPD

Atoms and positions in Å:
C  3.593  1.124  0.335
C  3.875  2.634  0.289
C  2.641  3.537  0.306
C  1.568  3.059  -0.672
C  2.164  3.843  1.747
C  0.880  4.689  1.795
C  -0.323  4.064  2.513
C  -0.476  2.543  2.428
B  -1.476  2.013  1.278
O  -1.810  0.699  1.353
O  -1.891  2.815  0.280
C  -3.279  2.693  -0.109
N  0.852  1.799  2.315
C  2.032  2.644  2.667
H  2.544  0.866  0.297
H  4.091  0.589  -0.466
H  3.985  0.692  1.254
H  4.511  2.905  1.130
H  4.450  2.886  -0.598
H  2.982  4.501  -0.073
H  0.776  3.787  -0.817
H  1.104  2.105  -0.428
H  2.031  2.905  -1.645
H  2.961  4.436  2.191
H  1.117  5.610  2.321
H  0.581  4.998  0.800
H  -0.355  4.391  3.549
H  -1.216  4.470  2.045
H  -0.901  2.195  3.369
H  -1.735  0.402  2.271
H  -3.512  1.682  -0.416
H  -3.451  3.360  -0.942
H  -3.932  2.972  0.713
H  0.980  1.384  1.393
H  0.825  0.996  2.943
H  2.913  2.014  2.679
H  1.865  2.980  3.689
C  -5.831  0.545  -1.612
O  -5.970  1.670  -1.160
N  -5.820  0.248  -2.920
C  -5.648  -1.108  -3.404
C  -5.991  1.331  -3.876
H  -5.699  -0.341  -0.967
H  -4.758  -1.185  -4.030
H  -6.515  -1.421  -3.988
H  -5.536  -1.785  -2.559
H  -5.200  2.071  -3.762
H  -6.945  1.833  -3.718
H  -5.960  0.922  -4.882
C  1.299  -2.367  -0.103
O  1.651  -1.257  0.288
N  0.334  -3.109  0.428
C  -0.036  -4.410  -0.114
C  -0.383  -2.608  1.586
H  1.786  -2.852  -0.965
H  -1.078  -4.388  -0.436
H  0.099  -5.196  0.624
H  0.591  -4.634  -0.975
H  -0.878  -1.668  1.350
H  0.302  -2.439  2.417
H  -1.129  -3.338  1.886
C  0.322  -8.581  -0.001
O  0.390  -7.483  0.527
N  -0.271  -8.768  -1.192
C  -0.360  -10.060  -1.842
C  -0.836  -7.584  -1.819
H  0.736  -9.497  0.449
H  0.142  -10.040  -2.811
H  -1.403  -10.344  -1.995
H  0.117  -10.812  -1.218
H  -0.049  -6.846  -1.973
H  -1.591  -7.141  -1.169
H  -1.286  -7.846  -2.773
C  -1.120  -2.843  -2.652
O  -2.176  -3.409  -2.439
N  -0.138  -3.334  -3.431
C  1.110  -2.627  -3.633
C  -0.345  -4.619  -4.084
H  -0.869  -1.864  -2.206
H  1.259  -2.396  -4.690
H  1.956  -3.227  -3.288
H  1.094  -1.694  -3.074
H  -1.206  -4.574  -4.750
H  -0.537  -5.387  -3.337
H  0.543  -4.877  -4.654
C  5.913  5.960  -1.002
O  5.277  5.842  0.032
N  5.479  6.617  -2.089
C  6.281  6.734  -3.292
C  4.164  7.234  -2.047
H  6.920  5.530  -1.127
H  6.484  7.781  -3.520
H  5.767  6.285  -4.144
H  7.228  6.220  -3.148
H  4.111  7.970  -1.245
H  3.394  6.483  -1.866
H  3.971  7.723  -2.998
C  -2.198  -0.122  4.660
O  -1.367  -0.619  3.899
N  -2.041  -0.022  5.979
C  -3.063  0.553  6.838
C  -0.809  -0.524  6.574
H  -3.168  0.265  4.306
H  -2.670  1.419  7.372
H  -3.405  -0.182  7.566
H  -3.912  0.867  6.236
H  0.055  0.001  6.167
H  -0.689  -1.585  6.362
H  -0.849  -0.372  7.649

Computed properties:
net charge = +1
energy above the lowest of the compared OMol25 structures with the same formula, charge and spin = 0.00 kcal/mol
E = -2115.849732 Eh

---

Entry 3:
C28H65N5 | ωB97M-V/def2-TZVPD

Atoms and positions in Å:
C  -2.419  0.624  7.345
C  -2.417  -0.793  7.353
C  -2.537  -1.123  8.681
N  -2.692  0.036  9.457
C  -2.541  1.154  8.649
H  -2.457  1.206  6.436
H  -2.295  -1.397  6.465
H  -2.625  -2.076  9.181
H  -2.896  0.000  10.446
H  -2.585  2.106  9.156
C  -2.100  -0.196  -6.200
C  -1.546  1.157  -6.458
N  -0.735  1.257  -7.684
C  -1.039  2.550  -8.283
C  -2.520  2.719  -8.810
C  0.695  0.844  -7.575
C  1.289  0.580  -8.956
H  -2.384  -0.288  -5.152
H  -1.463  -1.028  -6.501
H  -2.999  -0.381  -6.788
H  -2.284  1.958  -6.417
H  -0.900  1.284  -5.590
H  -0.830  3.361  -7.585
H  -0.391  2.705  -9.145
H  -2.495  3.452  -9.616
H  -2.840  1.772  -9.244
H  -3.254  3.174  -8.145
H  0.746  -0.032  -6.927
H  1.265  1.629  -7.078
H  2.362  0.390  -8.930
H  1.128  1.442  -9.603
H  0.814  -0.316  -9.357
C  2.674  2.542  1.993
C  1.370  2.200  1.203
N  0.908  3.358  0.458
C  1.958  3.891  -0.449
C  1.549  5.133  -1.270
C  -0.242  3.042  -0.371
C  -1.492  2.545  0.403
H  2.903  3.542  2.361
H  3.502  2.476  1.287
H  3.022  1.854  2.764
H  1.477  1.290  0.614
H  0.636  2.060  1.997
H  2.777  4.225  0.188
H  2.464  3.173  -1.094
H  2.437  5.621  -1.671
H  0.913  4.727  -2.056
H  0.871  5.783  -0.717
H  0.082  2.324  -1.125
H  -0.545  4.033  -0.709
H  -2.103  2.364  -0.481
H  -1.900  3.345  1.021
H  -1.362  1.650  1.011
C  11.393  -4.573  4.301
C  10.059  -5.241  4.521
N  8.886  -4.358  4.843
C  8.719  -3.241  3.958
C  7.658  -2.083  4.305
C  7.576  -5.028  5.053
C  7.656  -5.845  6.347
H  11.442  -3.999  3.376
H  12.239  -5.261  4.325
H  11.576  -3.943  5.171
H  9.868  -5.829  3.623
H  10.112  -5.889  5.396
H  9.712  -2.817  3.806
H  8.561  -3.580  2.935
H  6.656  -2.499  4.412
H  7.931  -1.661  5.273
H  7.581  -1.330  3.520
H  7.222  -5.596  4.193
H  6.864  -4.236  5.280
H  8.353  -6.668  6.185
H  6.703  -6.341  6.532
H  7.855  -5.274  7.254
C  -7.624  -0.206  -3.540
C  -8.428  0.010  -2.354
N  -7.807  -0.084  -1.056
C  -8.651  0.438  0.009
C  -8.306  1.936  -0.079
C  -7.311  -1.471  -0.834
C  -6.714  -1.713  0.599
H  -6.963  0.625  -3.784
H  -8.188  -0.350  -4.462
H  -6.911  -1.028  -3.484
H  -8.770  1.018  -2.592
H  -9.251  -0.700  -2.435
H  -9.699  0.166  0.133
H  -8.160  0.082  0.915
H  -8.502  2.404  0.885
H  -7.248  2.147  -0.233
H  -8.868  2.329  -0.927
H  -6.529  -1.693  -1.560
H  -8.051  -2.192  -1.183
H  -6.070  -0.911  0.961
H  -6.065  -2.587  0.546
H  -7.452  -1.875  1.385

Computed properties:
net charge = 0
structure (SMILES) = c1cc[nH]c1.CCN(CC)CC.CCN(CC)CC.CCN(CC)CC.CCN(CC)CC
energy above the lowest of the compared OMol25 structures with the same formula, charge and spin = 67.63 kcal/mol
E = -1379.424224 Eh

---

Entry 4:
C28H66O28S6 | ωB97M-V/def2-TZVPD

Atoms and positions in Å:
O  -0.569  6.989  19.276
S  -1.767  6.425  19.863
O  -3.119  6.852  19.375
C  -1.601  4.570  19.816
C  -0.964  4.213  21.182
C  -1.416  5.140  22.259
C  -1.659  6.610  21.717
H  -1.079  4.383  18.878
H  -2.621  4.186  19.822
H  -1.283  3.195  21.405
H  0.120  4.261  21.081
H  -0.569  5.124  22.945
H  -2.259  4.679  22.774
H  -0.838  7.313  21.862
H  -2.636  7.037  21.941
O  1.458  13.893  18.519
S  2.149  13.944  19.800
O  3.622  14.148  19.801
C  1.290  15.135  20.962
C  0.840  14.302  22.152
C  0.562  12.875  21.739
C  1.682  12.424  20.802
H  0.432  15.566  20.448
H  1.884  16.046  21.044
H  1.504  14.380  23.013
H  0.009  14.840  22.609
H  -0.419  12.734  21.285
H  0.610  12.148  22.550
H  1.553  11.580  20.124
H  2.518  12.286  21.488
O  -3.425  8.609  5.905
S  -2.137  8.993  6.422
O  -1.900  9.106  7.864
C  -0.824  7.905  5.584
C  -0.331  8.723  4.460
C  -0.310  10.160  4.901
C  -1.629  10.495  5.665
H  -1.105  6.889  5.307
H  0.002  7.721  6.272
H  0.685  8.394  4.239
H  -0.987  8.501  3.618
H  -0.160  10.730  3.984
H  0.568  10.233  5.541
H  -2.311  10.721  4.846
H  -1.704  11.226  6.471
O  0.763  16.695  8.237
S  0.287  15.506  8.984
O  -1.163  15.117  8.857
O  1.261  14.190  8.744
C  1.501  13.432  9.914
C  0.956  14.266  11.101
O  0.785  15.522  10.564
H  0.876  12.539  9.922
H  2.533  13.123  10.081
H  1.664  14.379  11.922
H  0.001  13.858  11.431
O  -5.242  19.212  15.613
S  -4.055  19.930  15.967
O  -4.072  21.067  16.916
O  -2.912  18.828  16.596
C  -1.691  18.878  15.848
C  -2.093  19.379  14.478
O  -3.129  20.281  14.624
H  -1.073  19.688  16.234
H  -1.249  17.887  15.744
H  -2.520  18.597  13.850
H  -1.321  19.836  13.859
O  -5.556  6.766  13.164
S  -6.349  6.063  12.167
O  -6.245  4.598  12.220
O  -7.906  6.589  12.115
C  -8.131  7.818  11.390
C  -6.834  7.896  10.533
O  -6.021  6.741  10.685
H  -9.045  7.737  10.802
H  -8.198  8.622  12.123
H  -6.295  8.827  10.710
H  -7.046  7.823  9.466
O  -5.917  13.152  19.520
C  -6.224  14.450  18.938
C  -7.697  14.946  18.999
O  -8.100  15.251  20.316
H  -5.600  12.583  18.814
H  -5.621  15.122  19.548
H  -5.798  14.506  17.937
H  -8.268  14.133  18.551
H  -7.819  15.864  18.423
H  -9.053  15.362  20.340
O  -7.717  13.219  14.529
C  -7.456  14.020  13.368
C  -5.989  14.361  13.263
O  -5.299  13.178  13.132
H  -7.020  12.566  14.625
H  -7.777  13.480  12.478
H  -8.040  14.933  13.492
H  -5.694  14.992  14.101
H  -6.083  14.924  12.334
H  -4.531  13.299  13.695
O  -1.386  12.128  15.405
C  -1.097  10.712  15.563
C  -1.236  9.860  14.303
O  -0.099  10.129  13.451
H  -0.698  12.639  15.838
H  -0.131  10.612  16.057
H  -1.737  10.428  16.398
H  -2.157  9.953  13.728
H  -1.289  8.824  14.639
H  -0.155  9.343  12.902
O  5.331  8.200  17.432
C  4.277  7.441  17.008
C  4.068  6.126  17.786
O  5.268  5.418  17.999
H  5.439  8.834  16.719
H  3.331  7.938  17.225
H  4.367  7.274  15.935
H  3.247  5.521  17.400
H  3.887  6.439  18.814
H  6.010  6.018  18.104
O  -8.633  9.690  19.307
C  -8.187  8.444  18.763
C  -7.719  8.535  17.312
O  -6.525  9.335  17.199
H  -7.982  10.326  19.000
H  -7.350  8.093  19.367
H  -8.941  7.671  18.911
H  -8.438  8.994  16.634
H  -7.634  7.526  16.908
H  -5.899  8.934  17.806

Computed properties:
net charge = 0
structure (SMILES) = O=S1(=O)CCCC1.O=S1(=O)CCCC1.O=S1(=O)CCCC1.O=S1(=O)OCCO1.O=S1(=O)OCCO1.O=S1(=O)OCCO1.OCCO.OCCO.OCCO.OCCO.OCCO
E = -5601.907971 Eh